1.
Entry from OMol25: the ion C5H13N2O with charge +1 (ωB97M-V/def2-TZVPD).

Last column: Löwdin charge in e.
Positions of all 21 atoms, in Å:
N 2.8795 0.1650 -0.2438  0.052
C 1.4963 -0.2937 -0.2303  -0.381
C 0.9577 -0.3785 -1.6746  -0.213
O 0.1556 0.7020 -2.1090  -0.063
C 0.5815 0.5862 0.6304  -0.149
C -0.6465 -0.1581 1.0312  -0.065
C -1.8825 0.2264 0.8119  -0.078
N -3.0189 -0.6333 1.1853  0.204
H 3.1472 0.6581 0.5991  0.076
H 3.0721 0.7908 -1.0170  0.077
H 1.4740 -1.3137 0.1520  0.131
H 1.7855 -0.5493 -2.3598  0.126
H 0.3129 -1.2619 -1.7513  0.123
H 0.7107 1.4521 -2.3471  0.099
H 0.3426 1.5003 0.0864  0.118
H 1.0842 0.9457 1.5292  0.130
H -0.4334 -1.0869 1.5552  0.134
H -2.1022 1.1528 0.2960  0.142
H -2.7544 -1.2862 1.9288  0.176
H -3.7885 -0.0609 1.5496  0.179
H -3.3736 -1.1569 0.3776  0.182

Properties
* charge: +1
* SMILES string: N[C@H](CO)C/C=C/[NH3+]
* gap between HOMO and LUMO: 8.659 eV

***

2.
Entry from OMol25: the ion C5H13N2O with charge +1 (ωB97M-V/def2-TZVPD).

Last column: Löwdin charge in e.
Positions of all 21 atoms, in Å:
N -0.2332 1.7822 -0.5724  0.134
C -0.5780 0.6924 0.2296  -0.324
C -1.7658 0.6535 0.8392  -0.069
N -2.7660 1.7340 0.7384  0.198
C 0.4369 -0.3633 0.5447  -0.139
C 0.7870 -1.2995 -0.6372  -0.146
C 2.1094 -2.0040 -0.3142  -0.259
O 3.2275 -1.2054 -0.6892  -0.062
H 0.7152 1.7489 -0.9205  0.110
H -0.8970 1.9764 -1.3061  0.105
H -2.0458 -0.1735 1.4730  0.125
H -2.2684 2.6302 0.8712  0.176
H -3.2376 1.7920 -0.1591  0.168
H -3.4145 1.6681 1.5202  0.173
H 1.3360 0.1360 0.9044  0.138
H 0.0739 -0.9502 1.3720  0.117
H 0.9985 -0.6826 -1.5124  0.110
H -0.0080 -2.0168 -0.7552  0.116
H 2.2050 -2.1454 0.7663  0.123
H 2.1751 -2.9974 -0.7719  0.122
H 3.1498 -0.9755 -1.6209  0.085

Properties
* charge: +1
* SMILES string: N/C(=C\[NH3+])CCCO
* gap between HOMO and LUMO: 9.480 eV

***

It comes down to 2, which is 0.462 eV more stable than the next structure.

***

1.
Entry from OMol25: a structure of composition C5H13N2O (ωB97M-V/def2-TZVPD).

Last column: Löwdin charge in e.
Positions of all 21 atoms, in Å:
C -1.7013 -2.3775 1.0442  -0.114
O -2.2166 -0.8989 1.4050  -0.053
C -0.7487 -2.5276 -0.0184  0.157
C 0.4117 -1.6150 -0.0106  -0.120
C 0.2929 -0.2201 -0.7226  -0.265
C 0.4089 1.7024 -1.0323  -0.028
N 0.7669 0.9974 0.0282  -0.025
N 1.7184 3.6398 0.3728  0.019
H -2.7684 -2.9156 0.9206  0.189
H -1.1811 -2.7931 1.9029  0.157
H -2.6058 -0.5941 0.5371  0.102
H -0.9976 -3.2191 -0.7569  0.132
H 0.5870 -1.2075 0.9890  0.132
H 1.4219 -2.1864 -0.1428  0.181
H 0.9313 -0.4426 -1.5460  0.110
H -0.7718 -0.1866 -1.1465  0.134
H -0.5605 2.2416 -1.0523  0.115
H 0.9669 1.9508 -1.9857  0.131
H 2.2456 4.3384 0.9395  0.052
H 1.6775 2.6856 0.8063  0.007
H 2.1228 3.6282 -0.5316  -0.015

Properties
* charge: +1
* gap between HOMO and LUMO: 4.530 eV

***

2.
Entry from OMol25: a cluster of 2 separate species, C5H13N2O in total (ωB97M-V/def2-TZVPD).

Last column: Löwdin charge in e.
Positions of all 21 atoms, in Å:
O 0.7092 0.2123 -1.0150  0.140
C 0.3249 -0.9287 -1.1864  -0.167
C -0.6899 -1.5263 -0.3000  0.187
C -1.3218 -1.0056 0.9309  -0.138
C -2.6356 -0.3042 0.4918  -0.135
C -2.4182 0.7771 -0.5509  -0.223
N -1.5447 1.8110 0.0429  0.052
N 5.8159 0.6949 0.5083  -0.013
H 0.6468 -1.5085 -2.0571  0.146
H -1.0968 -2.3959 -0.8323  0.151
H -0.5351 -0.4300 1.4348  0.139
H -1.4820 -1.8971 1.5600  0.154
H -3.2431 -1.1546 0.0889  0.137
H -3.0930 0.0811 1.4456  0.155
H -3.3669 1.2962 -0.7056  0.133
H -1.8493 0.4794 -1.4370  0.111
H -0.5686 1.7636 -0.2462  0.062
H -1.7900 2.7805 0.1836  0.095
H 5.8243 0.3720 1.4786  0.005
H 6.7662 0.9773 0.2394  0.015
H 5.5476 -0.0945 -0.0743  -0.006

Properties
* charge: +1
* gap between HOMO and LUMO: 3.691 eV

***

It comes down to 2, which is 4.578 eV more stable than the next structure.

***

1.
Entry from OMol25: a cluster of 2 separate species, C5H13N2O in total (ωB97M-V/def2-TZVPD).

Last column: Löwdin charge in e.
Positions of all 21 atoms, in Å:
C -0.3903 -1.4160 -1.0301  -0.215
O -0.5018 -2.8186 -1.0013  0.010
C 1.0979 -1.1011 -1.0136  -0.379
C 1.3073 0.3841 -0.6541  -0.114
C 0.8825 0.7870 0.7392  -0.041
C -0.4002 0.7116 0.9417  0.336
N -2.2677 2.7831 3.0205  0.039
N 1.6613 -1.3834 -2.3108  0.079
H -0.6985 -1.0107 -0.0508  0.093
H -0.9541 -0.9660 -1.8181  0.138
H -1.4116 -3.1045 -1.1347  0.114
H 1.6372 -1.6831 -0.2687  0.157
H 0.7744 0.9379 -1.4451  0.144
H 2.3778 0.6952 -0.7310  0.147
H 1.6325 1.0612 1.4845  0.172
H -0.9241 1.4584 1.5862  0.092
H -2.3706 1.8125 2.7965  -0.014
H -2.3596 3.4417 2.2682  0.020
H -2.7336 3.0668 3.8640  0.029
H 1.0851 -1.8076 -3.0185  0.093
H 2.5562 -1.8487 -2.2241  0.099

Properties
* charge: +1
* gap between HOMO and LUMO: 5.293 eV

***

2.
Entry from OMol25: a cluster of 2 separate species, C5H13N2O in total (ωB97M-V/def2-TZVPD).

Last column: Löwdin charge in e.
Positions of all 21 atoms, in Å:
C -1.7355 0.1938 -0.0884  -0.118
C -0.2667 0.3741 -0.5804  -0.142
C 0.7470 -0.6974 -0.2246  -0.327
C 1.4607 -1.4167 -1.1016  0.076
C 1.7078 -1.2951 1.8856  -0.009
N 0.7414 -1.3826 1.0783  -0.030
N -1.7140 -0.1956 1.3594  0.144
H -2.4177 1.0427 -0.1717  0.134
H -2.2087 -0.6367 -0.6140  0.134
H 0.1553 1.3700 -0.2455  0.118
H -0.2967 0.5201 -1.7175  0.142
H 1.7552 -0.9645 -2.0556  0.080
H 1.9340 -2.3730 -0.9489  0.073
H 2.7207 -0.9294 1.7506  0.091
H 1.7433 -1.9866 2.7313  0.082
H -2.6274 -0.1509 1.8097  0.163
H -1.3194 -1.1425 1.6194  0.162
H -1.1176 0.4680 1.9122  0.181
H -1.0249 3.3172 -2.2670  0.043
H 0.5418 3.7559 -2.1489  0.051
O -0.1503 3.1308 -1.9298  -0.048

Properties
* charge: +1
* gap between HOMO and LUMO: 9.213 eV

***

3.
Entry from OMol25: the ion C5H13N2O with charge +1 (ωB97M-V/def2-TZVPD).

Last column: Löwdin charge in e.
Positions of all 21 atoms, in Å:
C 0.1894 2.4640 -0.4732  -0.031
C 0.6661 1.0274 -0.7290  -0.309
N -0.4090 0.2675 -1.4478  0.190
C 1.0246 0.2713 0.5591  -0.133
N 0.7340 -1.1553 0.3996  -0.070
C -0.1990 -1.7700 1.2997  -0.170
C -1.5143 -2.0518 0.6236  -0.176
O -1.7532 -1.6701 -0.4985  0.032
H -0.7596 2.4544 0.0523  0.091
H 0.1902 3.0546 -1.3779  0.089
H 0.8894 2.9428 0.2009  0.093
H 1.5221 1.0785 -1.3858  0.146
H -0.4558 -0.7200 -1.1145  0.092
H -0.2567 0.2618 -2.4569  0.177
H -1.3354 0.6605 -1.2664  0.161
H 0.4536 0.6910 1.3933  0.131
H 2.0874 0.3852 0.7441  0.135
H 1.5691 -1.7210 0.3763  0.134
H 0.1452 -2.7182 1.7109  0.138
H -0.4843 -1.1865 2.1900  0.139
H -2.3036 -2.5660 1.2002  0.141

Properties
* charge: +1
* SMILES string: C[C@H]([NH3+])CNCC=O
* gap between HOMO and LUMO: 10.984 eV

***

It comes down to 3, which is 1.885 eV more stable than the next structure.

***

1.
Entry from OMol25: a structure of composition C5H13N2O (ωB97M-V/def2-TZVPD).

Last column: Löwdin charge in e.
Positions of all 21 atoms, in Å:
C 1.9569 -0.8624 -1.2695  -0.027
C 0.5832 -0.2032 -1.0627  -0.111
C 0.4170 1.1005 -0.4475  -0.068
C 0.2333 1.3455 0.9498  0.095
C -1.3300 1.3137 0.1191  -0.575
N -1.9274 0.4756 1.2694  0.112
O -1.7264 2.4766 -0.0309  0.024
N -0.0855 -1.9248 0.6164  0.079
H 2.7042 -0.4358 -0.5958  0.100
H 1.8679 -1.9434 -1.1981  0.094
H 2.2646 -0.6556 -2.3060  0.110
H -0.0542 -0.3941 -1.9204  0.153
H -1.7208 0.5908 -0.6671  0.203
H 0.8958 1.9740 -0.9321  0.208
H 0.0590 2.1936 1.6178  0.154
H 0.5821 0.6190 1.6903  0.124
H -1.6845 -0.5120 1.1699  0.047
H -2.9426 0.5398 1.2309  0.114
H -0.0085 -0.9949 -0.1716  0.040
H 0.3663 -1.8564 1.5187  0.058
H -0.4506 -2.8465 0.4191  0.066

Properties
* charge: +1
* gap between HOMO and LUMO: 4.655 eV

***

2.
Entry from OMol25: a cluster of 2 separate species, C5H13N2O in total (ωB97M-V/def2-TZVPD).

Last column: Löwdin charge in e.
Positions of all 21 atoms, in Å:
C -1.8196 1.6552 -2.4368  0.086
C -1.3580 0.8860 -1.4646  -0.451
O -0.7144 1.4896 -0.3833  -0.033
C -1.5504 -0.5920 -1.3467  -0.044
H -2.2248 1.2225 -3.3402  0.073
H -1.6575 2.7235 -2.4168  0.076
H -1.1700 1.2485 0.4315  0.099
H -2.1118 -0.9767 -2.1939  0.087
H -0.6076 -1.1355 -1.2542  0.058
H -2.1474 -0.7948 -0.4483  0.087
C 1.6613 -0.7993 0.8153  -0.097
C 1.3743 0.1747 1.6969  -0.192
N 1.5315 1.5035 1.5100  0.110
N 1.3622 -2.1754 1.2550  0.174
H 1.9864 -0.7353 -0.2080  0.127
H 1.0393 -0.1148 2.6920  0.134
H 1.3101 2.1132 2.2712  0.109
H 1.2498 1.8772 0.6127  0.098
H 2.1707 -2.8029 1.2095  0.176
H 0.5891 -2.6200 0.7582  0.164
H 1.0866 -2.1472 2.2401  0.161

Properties
* charge: +1
* gap between HOMO and LUMO: 8.613 eV

***

3.
Entry from OMol25: the ion C5H13N2O with charge +1 (ωB97M-V/def2-TZVPD).

Last column: Löwdin charge in e.
Positions of all 21 atoms, in Å:
C -1.4238 -0.0799 2.2853  -0.037
N -0.1643 0.2472 1.5876  -0.067
C -0.3482 1.2686 0.4569  -0.136
C -0.1823 0.6889 -0.9449  -0.181
C 1.0137 -0.2351 -1.2246  -0.387
N 1.0743 -1.2930 -0.2734  0.026
C 0.8122 -0.6665 -2.6341  -0.238
O 0.9406 0.1020 -3.5394  0.111
H -1.2209 -0.6442 3.1954  0.100
H -2.0627 -0.5928 1.5203  0.122
H -1.8345 0.9092 2.6571  0.121
H 0.5558 0.6632 2.2513  0.196
H 0.2348 -0.7345 1.2310  0.162
H -1.4618 1.7029 0.4387  0.177
H 0.5531 1.9984 0.4582  0.160
H -1.1388 0.0233 -1.1606  0.159
H -0.1923 1.5445 -1.7013  0.156
H 1.8692 0.4945 -1.2219  0.181
H 0.4206 -2.0399 -0.4652  0.103
H 2.0406 -1.6996 -0.0919  0.152
H 0.5147 -1.6574 -2.8244  0.119

Properties
* charge: +1
* SMILES string: C[NH2+]CC[C@@H](N)C=O
* gap between HOMO and LUMO: 10.059 eV

***

It comes down to 2, which is 0.105 eV more stable than the next structure.